Computed, not measured: a 2-piece molecular cluster, C10H16O overall, with ωB97M-V with the def2-TZVPD basis set.

```
27
Properties=species:S:1:pos:R:3:forces:R:3
C 2.57522 -1.60706 -0.00661 1.0 -4.1 0.0
C 3.05333 -0.26082 0.28183 -2.2 0.1 -1.4
C 2.54747 -1.87791 -1.53618 1.4 -2.5 1.1
H 3.30209 -2.43709 0.51424 -1.8 1.9 -1.2
H 1.56997 -1.83967 0.33495 0.0 0.3 0.6
H 2.31040 0.44658 0.01511 -1.0 0.9 -0.5
H 3.87019 0.02394 -0.25033 2.6 0.4 -1.9
H 3.58439 -2.21971 -1.76766 -0.5 1.0 -0.5
H 1.99063 -2.80985 -1.82389 -0.1 1.1 0.4
H 3.27342 -0.02363 1.22536 0.8 0.4 4.1
H 2.20543 -1.00721 -2.04350 -0.1 0.5 -0.8
C -2.78634 0.92667 -1.95662 -4.0 -1.5 -0.5
C -0.56992 0.28190 0.99054 -2.3 0.3 0.4
C -1.42144 0.67530 2.05193 4.3 -0.8 0.6
C -0.99334 0.44479 -0.29146 -0.3 -0.6 -2.9
C -2.28997 0.90709 -0.58173 1.8 1.5 2.7
C -2.36503 1.59851 1.78435 -3.3 0.5 2.0
C -2.87823 1.57675 0.49466 -0.8 -0.6 -2.7
O -0.94497 0.21018 3.32002 -0.6 1.2 -0.3
H 0.26951 -0.20096 1.35125 1.9 -1.0 -0.1
H -0.50038 0.21884 -1.27390 0.6 -0.3 1.5
H -2.94064 2.11711 2.61623 0.9 -0.7 -1.2
H 0.02561 0.34197 3.44991 -1.2 0.0 -0.6
H -3.43636 -0.02712 -2.07719 1.6 0.8 -0.2
H -1.99647 0.97224 -2.67197 0.3 0.0 -0.7
H -3.79117 1.95961 0.05508 -0.5 1.0 1.4
H -3.66341 1.60956 -2.20446 1.6 0.1 0.5
```
Positions in Å, forces in eV/Å.

## Properties
spin multiplicity: 1
Kohn-Sham gap: 9.3 eV
energy above the lowest of the compared OMol25 structures with the same formula, charge and spin: 76.1 kcal/mol
charge: 0
SMILES string: Cc1ccc(O)cc1.CCC

---

Computed, not measured: C30H65BrInO13P2S7 as an isolated structure, with ωB97M-V with the def2-TZVPD basis set.

```
119
Properties=species:S:1:pos:R:3:forces:R:3
C 3.85101 -3.25455 2.95036 0.7 0.8 0.4
C 4.27447 -1.94096 2.19761 -1.3 -0.8 -0.4
C 3.03018 -0.98384 2.02374 1.1 0.1 0.0
C 3.03328 0.19192 3.04051 -1.4 0.8 -0.3
C 1.58777 0.82366 3.29379 0.2 -0.2 0.1
C 0.53964 -0.23561 3.81485 0.3 0.2 0.3
In -1.51883 -0.04494 2.96569 0.3 0.7 0.7
P -3.10327 -1.00129 4.77644 1.1 0.1 -0.4
S -2.07730 -1.11833 6.47747 -0.1 -0.1 0.6
P -1.93749 -1.40448 0.85769 0.6 -0.7 -0.6
O -1.80606 -3.05918 1.27591 -0.5 1.0 -0.4
Br -4.17395 -1.16623 0.34011 0.2 -0.1 0.3
H 2.99439 -3.74565 2.46846 0.4 0.3 0.2
H 4.69194 -3.97848 3.00666 -0.4 0.3 -0.1
H 3.56736 -3.02327 4.00076 0.0 -0.1 -0.6
H 4.56494 -2.26603 1.17098 0.3 0.4 0.7
H 5.10544 -1.41986 2.70818 -0.3 -0.3 -0.4
H 3.09496 -0.54675 1.00265 -0.2 -0.2 0.6
H 2.12004 -1.61262 2.06452 0.3 0.5 0.1
H 3.44647 -0.07122 4.03835 -0.2 -0.2 -0.6
H 3.65824 1.02207 2.64036 -0.1 -0.6 0.2
H 1.21511 1.44378 2.41943 0.6 -1.0 0.9
H 1.73752 1.55730 4.12131 -0.2 -0.3 -0.6
H 0.43384 -0.07058 4.91172 -0.2 -0.2 -0.7
H 0.92186 -1.27860 3.72311 -0.3 0.7 -0.1
H -2.03292 1.66518 2.70351 0.1 -0.5 -0.2
H -4.26122 -0.17951 4.90281 -0.2 -0.8 -0.1
H -3.42539 -2.34208 4.37004 -0.7 0.7 0.2
H -2.62279 -3.32844 1.70741 0.1 -0.2 0.4
C 1.64685 -8.05266 0.09244 0.0 0.0 -0.1
C 1.87649 -6.64518 -0.46888 0.1 0.0 0.0
C 1.13478 -5.66106 0.44138 0.1 0.1 -0.5
S 1.08291 -6.42166 2.06280 0.0 0.3 0.2
O -0.29090 -6.71601 2.39014 0.2 0.0 0.1
O 1.94454 -5.69026 2.96029 -0.4 -0.4 0.0
C 1.89066 -7.94480 1.59323 0.1 -0.4 -0.2
H 2.30915 -8.78634 -0.36881 0.0 0.0 0.0
H 0.61546 -8.36205 -0.09726 0.0 0.0 0.0
H 2.94650 -6.42035 -0.46035 0.0 0.0 0.0
H 1.53308 -6.56077 -1.50041 0.0 0.0 0.0
H 1.65018 -4.70493 0.51112 -0.1 0.0 0.2
H 0.10820 -5.50447 0.11242 0.0 0.0 0.2
H 1.47180 -8.77404 2.15992 0.0 0.1 0.1
H 2.95362 -7.83818 1.81319 0.0 0.1 0.0
C 1.97560 4.04729 -2.47753 0.0 -0.2 -0.1
C 0.68705 3.27345 -2.18981 -0.2 0.3 0.0
C 1.01591 2.20644 -1.14486 -0.3 -0.1 -0.3
S 2.38037 2.84922 -0.18203 -0.5 0.1 0.0
O 3.54106 2.01661 -0.41532 0.1 0.0 0.2
O 1.92011 3.16399 1.15030 0.5 0.0 -0.2
C 2.58007 4.36076 -1.11529 0.2 0.3 -0.3
H 1.78463 4.95563 -3.04996 0.0 0.0 0.0
H 2.66181 3.42157 -3.05665 0.0 0.1 0.0
H -0.06733 3.95390 -1.79263 0.2 -0.1 0.0
H 0.28044 2.82427 -3.09103 0.0 0.0 0.1
H 0.17247 2.01256 -0.48371 0.1 -0.1 0.1
H 1.34191 1.27778 -1.61346 0.1 0.0 0.1
H 3.63434 4.62951 -1.16175 0.0 -0.1 0.2
H 2.01436 5.14095 -0.60503 0.0 -0.1 0.1
C -2.01239 2.89489 9.53162 0.0 0.1 0.0
C -2.73486 4.16926 9.08250 -0.1 0.0 0.1
C -2.19172 4.54080 7.69998 -0.2 0.4 0.3
S -1.66573 3.00363 6.93791 -0.2 -0.7 -0.2
O -0.23344 3.04303 6.76754 -0.2 0.1 -0.1
O -2.56122 2.68333 5.85270 0.3 0.3 0.0
C -2.04487 1.95379 8.33210 0.0 0.0 0.5
H -2.48869 2.44658 10.40428 0.0 0.0 0.0
H -0.97709 3.13008 9.79480 0.0 0.0 0.0
H -3.80852 3.97362 9.01586 0.0 0.0 0.0
H -2.59484 4.98604 9.79265 0.0 0.0 0.0
H -2.95341 5.00662 7.07772 0.1 -0.1 -0.1
H -1.32203 5.19304 7.77337 0.0 -0.1 -0.1
H -1.31855 1.14789 8.39600 -0.1 0.0 -0.3
H -3.04349 1.54559 8.17780 0.1 -0.1 -0.1
C 3.70837 -0.78339 -4.69168 -0.1 -0.1 0.0
C 3.22535 -1.12276 -6.10575 0.1 0.0 0.0
C 1.99124 -0.26177 -6.38679 0.1 -0.3 -0.2
S 2.17829 1.21989 -5.39833 0.2 0.0 -0.1
O 1.13626 1.24300 -4.40086 0.2 0.1 -0.3
O 2.43299 2.34880 -6.26492 -0.3 0.0 0.2
C 3.70527 0.73815 -4.60604 0.3 -0.2 0.3
H 4.69895 -1.19278 -4.49220 0.0 0.0 0.0
H 3.01614 -1.20003 -3.95545 0.0 0.0 0.0
H 4.01344 -0.88538 -6.82663 0.0 0.0 0.0
H 2.99494 -2.18395 -6.21021 -0.1 0.0 0.0
H 1.92175 0.01419 -7.43809 -0.1 0.2 0.1
H 1.07846 -0.76208 -6.07327 0.2 0.2 0.1
H 3.72597 1.11313 -3.58294 -0.1 0.1 0.0
H 4.52704 1.16779 -5.18044 -0.1 0.0 0.0
C -3.85814 4.28854 1.51034 0.1 0.2 0.0
C -4.57906 5.56720 1.06539 -0.1 -0.1 0.1
C -4.03477 5.94147 -0.31791 -0.2 0.5 0.3
S -3.51911 4.40327 -1.08025 -0.4 -0.5 0.2
O -2.08470 4.42743 -1.24616 -0.2 0.2 -0.3
O -4.41181 4.08887 -2.17235 0.4 0.2 -0.1
C -3.89623 3.35340 0.30901 -0.1 -0.1 0.4
H -4.33101 3.83722 2.38170 0.1 0.0 0.0
H -2.82235 4.52000 1.77119 0.0 -0.1 0.0
H -5.65393 5.37661 0.99958 0.0 0.0 0.0
H -4.43445 6.38068 1.77757 0.0 0.0 0.0
H -4.79250 6.41320 -0.94091 0.1 -0.1 -0.1
H -3.16160 6.58887 -0.24237 0.0 -0.1 -0.1
H -3.16905 2.54641 0.37000 0.0 0.0 -0.1
H -4.89705 2.94719 0.15838 0.0 0.0 -0.1
C -3.11785 -2.48616 -8.62644 0.0 0.1 -0.1
C -1.84878 -2.81531 -9.41907 -0.1 -0.1 -0.1
C -0.70869 -1.98126 -8.82595 0.1 -0.2 -0.5
S -1.13509 -1.70266 -7.10695 -0.4 -0.2 0.1
O -1.36354 -0.29258 -6.91379 0.3 -0.2 0.1
O -0.23547 -2.45767 -6.26449 -0.1 0.2 0.0
C -2.71379 -2.53435 -7.15734 -0.4 -0.2 -0.1
H -3.92361 -3.18781 -8.84240 0.0 0.0 0.0
H -3.46525 -1.48255 -8.88553 0.0 0.0 0.0
H -1.62016 -3.87914 -9.31395 0.0 0.0 0.0
H -1.97229 -2.61132 -10.48312 0.0 0.0 0.0
H 0.24471 -2.50391 -8.87881 0.0 0.1 0.1
H -0.62717 -1.00966 -9.31220 0.0 0.0 0.1
H -3.41718 -2.02837 -6.49910 0.2 0.1 0.1
H -2.55904 -3.56122 -6.82410 0.1 0.1 0.0
```
Positions in Å, forces in eV/Å.

## Properties
spin multiplicity: 1
Kohn-Sham gap: 5.5 eV
charge: -1

---

- Among the records above, which one has the lowest Kohn-Sham gap?
  C30H65BrInO13P2S7